Record 1
The following is a quantum chemistry calculation of a structure of composition C29H47Cl2FN3O4SiV in a non-equilibrium geometry, from the Open Molecules 2025 dataset.

Last column: Mulliken spin population.
Atoms and positions in Å:
C: -1.73 -0.35 -5.13  0.00
C: -1.07 -1.41 -4.25  0.00
H: -1.58 -0.61 -6.19  0.00
H: -1.37 0.67 -4.95  0.00
H: -2.82 -0.39 -4.91  0.00
C: -0.45 -2.55 -4.79  0.00
C: 0.10 -2.59 -6.14  0.00
H: -0.32 -3.38 -4.12  0.00
H: 0.55 -1.63 -6.45  0.00
H: -0.70 -2.83 -6.87  0.00
H: 0.86 -3.38 -6.22  0.00
V: -0.04 1.33 0.71  2.69
Cl: 1.45 3.10 0.61  0.02
C: -0.74 -1.84 1.47  0.03
O: -0.13 -0.95 0.84  0.01
N: -0.10 -2.74 2.23  0.00
C: 1.36 -2.81 2.23  0.00
C: -0.83 -3.77 2.95  0.00
H: -1.84 -1.93 1.44  0.00
H: 1.80 -1.81 2.23  0.00
H: 1.74 -3.39 1.37  0.00
H: 1.65 -3.34 3.14  0.00
H: -1.85 -3.41 3.15  0.00
H: -0.31 -3.97 3.89  0.00
H: -0.89 -4.70 2.36  0.00
H: 1.48 2.75 4.91  0.00
H: -0.85 4.71 4.64  0.00
C: 1.47 2.96 3.84  0.00
C: -0.35 4.66 3.66  0.00
N: 0.12 3.31 3.41  0.06
H: 1.79 2.05 3.31  0.00
C: -0.61 2.41 2.75  0.23
O: -0.19 1.20 2.64  -0.02
H: -1.10 4.93 2.90  0.00
H: -1.53 2.76 2.26  -0.04
H: 2.16 3.77 3.61  0.00
H: 0.48 5.37 3.62  0.00
H: 1.63 0.20 -3.95  0.00
H: 2.37 -2.51 -3.57  0.00
C: 2.49 0.29 -3.26  0.00
C: 3.05 -2.06 -2.82  0.00
N: 2.50 -0.81 -2.31  0.00
H: 2.43 1.24 -2.73  0.00
C: 2.18 -0.65 -1.00  0.00
O: 1.88 0.43 -0.49  -0.01
H: 3.18 -2.77 -1.99  0.00
H: 2.24 -1.60 -0.41  0.00
H: 3.40 0.23 -3.87  0.00
H: 4.02 -1.88 -3.31  0.00
O: -0.41 -0.70 -3.19  0.01
C: -1.55 -1.50 -2.77  0.00
C: -0.03 -3.15 -1.59  0.00
C: -1.30 -2.60 -1.81  0.00
H: 0.85 -2.59 -1.94  0.00
C: 0.12 -4.35 -0.89  0.00
H: -2.46 -0.92 -2.55  0.00
C: -2.41 -3.19 -1.14  0.00
H: 1.13 -4.78 -0.78  0.00
C: -1.00 -4.99 -0.36  0.00
C: -2.26 -4.40 -0.45  0.00
H: -3.40 -2.71 -1.18  0.00
H: -0.87 -5.96 0.12  0.00
H: -3.13 -4.89 -0.01  0.00
Si: -0.49 3.81 -2.02  0.01
Cl: -0.34 1.47 -1.55  0.01
C: 1.20 4.52 -2.30  0.01
C: -1.41 4.61 -0.57  0.04
C: -1.46 4.19 -3.59  0.00
H: 1.94 3.75 -2.53  0.00
H: 1.55 5.09 -1.44  0.00
H: 1.13 5.20 -3.17  0.00
H: -0.82 4.02 -4.46  0.00
H: -1.72 5.26 -3.54  0.00
H: -2.38 3.61 -3.67  0.00
H: -1.51 3.96 0.31  -0.02
H: -2.43 4.88 -0.90  0.00
H: -0.88 5.52 -0.26  0.00
F: -6.40 -0.02 0.86  0.00
C: -5.06 0.25 0.71  0.01
C: -4.59 0.75 -0.51  -0.01
C: -3.22 1.04 -0.64  -0.05
C: -2.35 0.91 0.44  0.01
C: -2.84 0.40 1.61  -0.01
C: -4.20 0.06 1.77  -0.01
H: -5.28 0.89 -1.33  0.00
H: -2.88 1.37 -1.62  -0.01
H: -2.20 0.27 2.48  0.00
H: -4.55 -0.34 2.71  0.00

Charge: -1
Total energy in a.u.: -3852.176246
Spin multiplicity: 4
Expectation value of S²: 3.77


Record 2
The following is a quantum chemistry calculation of a cluster of 4 separate species, C29H47ClF16N3O14S4 in total in a non-equilibrium geometry, from the Open Molecules 2025 dataset.

Last column: Löwdin charge in e.
Atoms and positions in Å:
C: -0.83 2.07 -0.47  -0.04
C: -0.77 3.20 -1.56  -0.37
C: -0.35 4.57 -0.93  -0.07
C: 0.13 2.80 -2.77  -0.32
C: 0.50 4.01 -3.67  -0.05
C: -0.68 1.75 -3.57  -0.14
O: 0.10 1.25 -4.69  -0.02
C: 0.33 -0.09 -4.63  -0.25
N: -0.77 -1.05 -4.43  0.09
C: -1.98 -0.92 -5.28  -0.05
C: -3.21 -1.71 -4.78  -0.04
C: -3.59 -1.34 -3.33  -0.43
F: -2.64 -1.99 -2.56  0.09
F: -3.41 -0.04 -3.06  0.13
C: -4.96 -1.90 -2.84  -0.47
F: -4.86 -2.13 -1.54  0.16
F: -5.13 -3.10 -3.40  0.15
S: -6.47 -0.84 -3.20  0.81
F: -7.05 -1.99 -4.16  -0.14
F: -7.22 -1.59 -1.99  -0.13
F: -6.02 0.28 -2.18  -0.12
F: -5.81 -0.11 -4.45  -0.12
F: -7.78 -0.01 -3.47  -0.10
C: -0.19 -2.25 -4.29  -0.25
N: -0.73 -3.48 -4.34  0.21
N: 1.17 -2.07 -4.01  0.18
C: 1.85 -3.05 -3.17  -0.25
O: 2.94 -3.33 -3.44  0.28
C: 1.19 -3.79 -1.97  -0.33
F: 0.73 -4.97 -2.46  0.13
F: 0.12 -3.15 -1.47  0.17
C: 2.24 -4.16 -0.87  -0.37
F: 3.12 -3.18 -0.64  0.17
F: 2.95 -5.21 -1.29  0.18
C: 1.60 -4.56 0.50  -0.37
F: 2.61 -5.11 1.23  0.15
F: 0.67 -5.49 0.38  0.19
C: 1.10 -3.33 1.33  -0.44
O: -0.06 -3.24 1.47  0.20
O: 1.98 -2.45 1.81  0.14
C: 1.34 -0.66 -3.61  -0.31
F: 0.68 -0.62 -2.38  0.08
C: 2.71 -0.01 -3.72  -0.03
C: 3.45 0.13 -2.39  -0.79
O: 3.16 -0.36 -1.39  0.10
Cl: 4.95 1.12 -2.45  0.68
H: -0.67 2.47 0.55  0.07
H: -0.09 1.29 -0.72  0.06
H: -1.82 1.59 -0.54  0.08
H: -1.78 3.32 -1.98  0.13
H: -0.66 5.43 -1.53  0.08
H: 0.74 4.56 -0.78  0.09
H: -0.90 4.66 0.02  0.08
H: 1.08 2.36 -2.42  0.14
H: -0.35 4.70 -3.78  0.09
H: 0.76 3.63 -4.67  0.08
H: 1.34 4.58 -3.26  0.09
H: -1.56 2.28 -3.99  0.14
H: -1.08 0.98 -2.90  0.11
H: 0.78 -0.37 -5.61  0.20
H: -2.18 0.15 -5.42  0.14
H: -1.74 -1.33 -6.28  0.15
H: -4.03 -1.51 -5.49  0.14
H: -3.07 -2.79 -4.79  0.12
H: -0.71 -4.01 -5.20  0.15
H: -1.13 -3.95 -3.54  0.13
H: 1.63 -1.55 1.68  0.14
H: 2.69 0.96 -4.25  0.14
H: 3.33 -0.67 -4.36  0.15
O: 3.57 1.38 4.49  -0.27
S: 2.31 0.76 4.28  0.59
O: 1.65 0.80 3.00  -0.29
O: 1.29 1.25 5.40  -0.25
C: 1.06 2.66 5.55  -0.24
C: 0.21 3.23 4.43  -0.07
C: 2.41 -0.93 4.78  -0.11
H: 2.02 3.19 5.62  0.12
H: 0.55 2.79 6.50  0.13
H: 0.72 3.17 3.47  0.06
H: -0.03 4.27 4.62  0.08
H: -0.72 2.66 4.33  0.09
H: 2.88 -0.98 5.76  0.08
H: 3.02 -1.46 4.05  0.07
H: 1.41 -1.35 4.80  0.08
O: 9.32 1.28 4.90  -0.27
S: 8.12 0.50 5.03  0.58
O: 7.82 -0.18 6.25  -0.28
O: 8.05 -0.54 3.82  -0.27
C: 9.16 -1.44 3.64  -0.26
C: 9.20 -2.54 4.68  -0.08
C: 6.73 1.48 4.57  -0.13
H: 10.10 -0.88 3.62  0.12
H: 9.04 -1.88 2.65  0.12
H: 9.39 -2.13 5.68  0.07
H: 9.99 -3.25 4.46  0.08
H: 8.24 -3.06 4.72  0.08
H: 6.94 1.98 3.63  0.08
H: 6.57 2.21 5.36  0.08
H: 5.86 0.83 4.49  0.04
O: -5.95 3.22 3.10  -0.28
S: -7.12 2.42 3.29  0.58
O: -7.34 1.70 4.51  -0.27
O: -7.26 1.42 2.06  -0.26
C: -6.16 0.54 1.77  -0.26
C: -6.05 -0.59 2.78  -0.07
C: -8.55 3.40 2.96  -0.12
H: -5.23 1.11 1.72  0.11
H: -6.34 0.13 0.78  0.11
H: -5.81 -0.21 3.77  0.07
H: -5.27 -1.29 2.49  0.08
H: -7.00 -1.12 2.86  0.09
H: -8.41 3.93 2.02  0.07
H: -8.66 4.11 3.78  0.08
H: -9.42 2.75 2.92  0.08

Charge: +1
Total energy in a.u.: -6001.279195


Record 3
The following is a quantum chemistry calculation of a structure of composition C29H47GeIrN2SSi4, from the Open Molecules 2025 dataset.

Last column: Mulliken spin population.
Atoms and positions in Å:
Ir: 0.02 0.49 -0.81  0.84
C: 0.93 3.78 1.63  0.00
Si: -0.16 2.48 2.42  0.00
C: -1.99 2.85 2.14  0.00
C: 0.17 2.46 4.27  0.00
Ge: 0.33 0.26 1.61  0.00
Si: 2.37 -0.58 2.56  0.03
C: 1.95 -0.83 4.37  0.00
C: 2.92 -2.23 1.86  0.00
C: 3.69 0.75 2.39  0.00
Si: -1.55 -1.16 2.16  0.00
C: -2.04 -0.66 3.91  0.00
C: -3.01 -0.86 1.02  0.01
C: -0.97 -2.94 2.21  0.00
H: 0.39 4.73 1.50  0.00
H: 1.33 3.48 0.65  0.00
H: 1.79 3.98 2.27  0.00
H: -2.15 3.92 1.98  0.00
H: -2.56 2.57 3.02  0.00
H: -2.42 2.31 1.29  0.00
H: -0.23 3.39 4.68  0.00
H: 1.23 2.42 4.49  0.00
H: -0.33 1.63 4.78  0.00
H: 1.22 -1.64 4.50  0.00
H: 1.57 0.07 4.85  0.00
H: 2.86 -1.13 4.90  0.00
H: 2.50 -3.04 2.46  0.00
H: 4.01 -2.32 1.90  0.00
H: 2.62 -2.40 0.83  0.00
H: 3.43 1.61 3.01  0.00
H: 3.81 1.09 1.37  0.00
H: 4.65 0.37 2.74  0.00
H: -2.51 0.32 3.94  0.00
H: -1.18 -0.66 4.59  0.00
H: -2.76 -1.39 4.29  0.00
H: -3.48 0.09 1.28  0.00
H: -3.75 -1.65 1.13  0.00
H: -2.73 -0.82 -0.04  0.00
H: -0.48 -3.14 3.17  0.00
H: -0.25 -3.18 1.43  0.00
H: -1.81 -3.63 2.12  0.00
C: 0.31 -0.60 -4.00  0.00
Si: 0.06 -1.37 -2.32  -0.01
C: 1.41 -2.60 -1.94  0.05
C: -1.60 -2.22 -2.20  -0.01
C: -1.84 -3.18 -1.21  0.00
C: -3.05 -3.84 -1.13  0.00
C: -4.06 -3.56 -2.05  0.00
C: -3.83 -2.64 -3.06  0.00
C: -2.61 -1.98 -3.14  0.00
H: 0.30 -1.39 -4.75  0.00
H: 1.27 -0.10 -4.04  0.00
H: -0.46 0.13 -4.28  0.00
H: 1.23 -3.48 -2.57  0.00
H: 1.42 -2.93 -0.90  -0.01
H: 2.40 -2.19 -2.19  0.00
H: -1.06 -3.42 -0.50  0.00
H: -3.21 -4.58 -0.36  0.00
H: -5.01 -4.07 -1.99  0.00
H: -4.60 -2.44 -3.80  0.00
H: -2.44 -1.30 -3.97  0.00
N: -5.05 1.17 -4.67  0.00
C: -4.32 1.62 -3.91  0.00
C: -3.39 2.19 -2.97  0.01
C: -3.25 3.57 -2.81  0.00
C: -2.34 4.02 -1.87  0.01
C: -1.59 3.11 -1.16  -0.01
N: -1.72 1.79 -1.33  0.03
C: -2.61 1.34 -2.21  -0.02
H: -3.85 4.25 -3.39  0.00
H: -2.20 5.08 -1.70  0.00
H: -0.85 3.44 -0.44  0.01
H: -2.72 0.27 -2.30  0.02
S: 1.57 1.76 -1.64  0.00
C: 3.12 0.96 -1.90  -0.03
C: 3.95 1.50 -2.88  0.01
C: 5.19 0.94 -3.12  0.00
C: 5.61 -0.17 -2.39  0.01
C: 4.78 -0.71 -1.42  0.00
C: 3.54 -0.14 -1.17  0.06
H: 3.62 2.36 -3.45  0.00
H: 5.84 1.36 -3.88  0.00
H: 6.58 -0.61 -2.59  0.00
H: 5.10 -1.57 -0.85  0.00
H: 2.89 -0.55 -0.40  0.01

Charge: +1
Energy relative to the best compared isomer or geometry (same formula, charge and spin) in eV: 1.015
Total energy in a.u.: -4980.056530
Spin multiplicity: 2
Expectation value of S²: 0.76


Record 4
The following is a quantum chemistry calculation of a structure of composition C29H48AgN3O4Sb in a non-equilibrium geometry, from the Open Molecules 2025 dataset.

Last column: Löwdin charge in e.
Atoms and positions in Å:
Ag: -0.22 -0.99 -0.26  0.65
N: 0.67 -2.88 -1.87  -0.02
N: 1.17 -3.98 -1.14  -0.05
C: 1.09 -3.97 0.29  -0.81
O: 1.28 -5.06 0.82  -0.03
O: 0.91 -2.85 0.83  -0.24
H: -0.28 -3.03 -2.20  0.06
H: 1.28 -2.69 -2.66  0.07
H: 1.02 -4.91 -1.52  0.11
C: 3.75 -2.93 2.23  -0.12
C: 3.38 -1.63 2.92  -0.67
C: 4.65 -0.98 3.45  -0.12
C: 2.43 -1.96 4.06  -0.13
Sb: 2.16 -0.34 1.50  1.65
C: 1.77 1.56 2.81  -0.67
C: 0.39 1.28 3.37  -0.16
C: 2.73 1.91 3.93  -0.13
C: 1.68 2.76 1.88  -0.14
C: 3.75 0.36 0.00  -0.69
C: 2.99 1.12 -1.08  -0.16
C: 4.36 -0.87 -0.65  -0.13
C: 4.85 1.24 0.57  -0.12
H: 4.22 -3.62 2.94  0.09
H: 4.46 -2.77 1.41  0.06
H: 2.87 -3.41 1.82  0.04
H: 5.11 -1.62 4.20  0.08
H: 4.46 -0.01 3.90  0.04
H: 5.37 -0.85 2.65  0.06
H: 2.90 -2.63 4.78  0.08
H: 1.54 -2.45 3.66  0.08
H: 2.11 -1.06 4.60  0.05
H: 0.39 0.42 4.04  0.06
H: -0.30 1.06 2.55  0.03
H: 0.00 2.14 3.92  0.08
H: 2.77 1.12 4.68  0.06
H: 2.39 2.82 4.43  0.08
H: 3.73 2.10 3.55  0.07
H: 1.08 2.53 1.01  0.04
H: 2.66 3.08 1.56  0.06
H: 1.21 3.61 2.39  0.08
H: 2.16 0.51 -1.45  0.05
H: 3.64 1.36 -1.92  0.08
H: 2.59 2.05 -0.69  0.05
H: 3.59 -1.58 -0.94  0.07
H: 5.05 -1.38 0.02  0.06
H: 4.92 -0.59 -1.55  0.08
H: 4.43 2.12 1.07  0.05
H: 5.51 1.59 -0.23  0.08
H: 5.45 0.69 1.29  0.05
C: -7.66 -1.22 -4.69  -0.06
C: -6.37 -1.23 -3.91  -0.28
C: -5.14 -1.29 -4.55  -0.03
C: -3.95 -1.30 -3.85  -0.20
C: -2.69 -1.39 -4.65  -0.06
C: -3.95 -1.24 -2.44  -0.03
C: -5.19 -1.25 -1.78  -0.19
C: -5.31 -1.30 -0.29  -0.06
C: -6.37 -1.24 -2.53  -0.03
C: -2.65 -1.12 -1.67  -0.64
O: -2.68 -1.09 -0.42  -0.08
O: -1.58 -1.01 -2.31  -0.11
H: -7.49 -0.94 -5.73  0.07
H: -8.38 -0.53 -4.26  0.07
H: -8.11 -2.22 -4.68  0.08
H: -5.12 -1.30 -5.63  0.10
H: -2.91 -1.46 -5.71  0.07
H: -2.11 -2.25 -4.34  0.08
H: -2.06 -0.52 -4.46  0.08
H: -4.83 -0.42 0.16  0.07
H: -4.77 -2.16 0.09  0.08
H: -6.35 -1.35 0.02  0.07
H: -7.32 -1.22 -2.01  0.11
C: -1.39 5.74 0.20  -0.05
C: -1.29 4.27 -0.04  -0.28
C: -0.50 3.75 -1.06  -0.03
C: -0.36 2.38 -1.18  -0.15
N: -0.95 1.52 -0.37  0.04
C: -1.77 1.99 0.55  -0.15
C: -1.97 3.35 0.75  -0.02
H: -0.73 6.29 -0.47  0.07
H: -1.11 5.97 1.23  0.08
H: -2.42 6.09 0.05  0.08
H: 0.02 4.42 -1.73  0.11
H: 0.26 1.95 -1.95  0.10
H: -2.28 1.25 1.16  0.11
H: -2.63 3.69 1.54  0.11

Charge: -1
Energy relative to the best compared isomer or geometry (same formula, charge and spin) in eV: 0.370
Total energy in a.u.: -1986.349483


Record 5
The following is a quantum chemistry calculation of a structure of composition C29H48CeCl2N3O4SiTe in a non-equilibrium geometry, from the Open Molecules 2025 dataset.

Last column: Mulliken spin population.
Atoms and positions in Å:
C: -2.88 -3.09 -1.58  0.00
C: -2.26 -2.34 -2.72  0.00
H: -3.95 -3.27 -1.72  0.00
H: -2.76 -2.54 -0.62  0.00
H: -2.41 -4.07 -1.45  0.00
C: -2.90 -2.00 -3.85  0.00
C: -4.29 -2.40 -4.21  0.00
H: -2.37 -1.42 -4.62  0.00
H: -4.83 -2.85 -3.36  0.00
H: -4.31 -3.14 -5.04  0.00
H: -4.87 -1.53 -4.57  0.00
Ce: -0.19 -0.06 0.40  0.99
Cl: -1.97 -1.17 1.93  0.00
C: 2.20 0.54 -2.09  0.00
O: 1.47 1.00 -1.17  0.01
N: 2.96 1.28 -2.89  0.00
C: 2.93 2.73 -2.92  0.00
C: 3.87 0.66 -3.84  0.00
H: 2.26 -0.55 -2.27  0.00
H: 2.30 3.14 -2.13  0.00
H: 2.55 3.07 -3.90  0.00
H: 3.96 3.10 -2.82  0.00
H: 3.85 -0.44 -3.72  0.00
H: 4.89 1.02 -3.68  0.00
H: 3.56 0.89 -4.88  0.00
H: 3.52 2.31 4.09  0.00
H: 3.44 0.06 5.37  0.00
C: 2.42 2.28 4.09  0.00
C: 2.36 0.06 5.24  0.00
N: 1.96 0.90 4.11  0.00
H: 2.03 2.75 3.19  0.00
C: 1.19 0.40 3.16  0.00
O: 0.92 1.04 2.09  0.01
H: 2.04 -0.97 5.05  0.00
H: 0.81 -0.62 3.31  0.00
H: 2.04 2.81 4.98  0.00
H: 1.90 0.39 6.17  0.00
H: -3.80 -0.36 -1.30  0.00
H: -3.64 1.00 -3.68  0.00
C: -3.85 0.65 -0.87  0.00
C: -3.66 1.89 -3.03  0.00
N: -3.11 1.59 -1.71  0.00
H: -3.45 0.65 0.14  0.00
C: -1.98 2.18 -1.29  0.00
O: -1.40 1.85 -0.22  0.01
H: -3.07 2.69 -3.49  0.00
H: -1.58 2.96 -1.95  0.00
H: -4.91 0.95 -0.85  0.00
H: -4.71 2.21 -2.94  0.00
O: -0.76 -0.96 -1.43  0.00
C: -0.84 -1.90 -2.47  0.00
C: -0.29 -0.06 -4.18  0.00
C: -0.10 -1.35 -3.70  0.00
H: -1.01 0.62 -3.68  0.00
C: 0.41 0.37 -5.31  0.00
H: -0.31 -2.82 -2.14  0.00
C: 0.80 -2.21 -4.31  0.00
H: 0.26 1.38 -5.72  0.00
C: 1.31 -0.51 -5.94  0.00
C: 1.49 -1.81 -5.45  0.00
H: 0.90 -3.23 -3.90  0.00
H: 1.86 -0.20 -6.82  0.00
H: 2.18 -2.51 -5.94  0.00
Si: -3.95 -2.31 5.41  0.00
Cl: -4.96 -3.04 3.71  0.00
C: -4.43 -0.50 5.47  0.00
C: -2.19 -2.80 5.00  0.00
C: -4.43 -3.07 7.08  0.00
H: -4.35 -0.07 4.46  0.00
H: -3.78 0.06 6.15  0.00
H: -5.47 -0.39 5.82  0.00
H: -5.46 -2.84 7.38  0.00
H: -3.77 -2.65 7.85  0.00
H: -4.30 -4.15 7.10  0.00
H: -1.99 -2.48 3.96  0.00
H: -2.09 -3.90 5.04  0.00
H: -1.45 -2.34 5.66  0.00
Te: 2.08 -2.13 0.55  0.00
C: 3.78 -1.12 1.27  0.00
C: 4.75 -1.86 1.99  0.00
C: 5.84 -1.18 2.56  0.00
C: 5.98 0.20 2.39  0.00
C: 5.05 0.92 1.65  0.00
C: 3.95 0.26 1.07  0.00
H: 4.61 -2.94 2.11  0.00
H: 6.58 -1.75 3.14  0.00
H: 6.83 0.72 2.84  0.00
H: 5.16 1.99 1.52  0.00
H: 3.22 0.80 0.47  0.00

Charge: 0
Energy relative to the best compared isomer or geometry (same formula, charge and spin) in eV: 0.000
Total energy in a.u.: -3552.318747
Spin multiplicity: 2
Expectation value of S²: 0.75